1.
This record from the OMol25 dataset describes a structure of composition C22H25BF6O2S3 in a non-equilibrium geometry. The level of theory is wB97M-V/def2-TZVPD.

Geometry (Å):
1 C 2.558465 -2.323535 -3.611992
2 C 1.464117 -1.641580 -2.877707
3 C 0.810075 -0.508466 -3.292311
4 C -0.350560 -0.227210 -2.575604
5 C -0.508531 -1.003731 -1.389927
6 B 1.519022 2.498658 1.563941
7 C -1.848944 -1.379795 -0.894024
8 C -1.916930 -2.457768 -0.010565
9 C -3.121908 -2.699424 0.624958
10 C -3.201347 -3.807481 1.637239
11 F -4.050797 -4.816244 1.224329
12 F -1.963173 -4.390154 1.819579
13 F -3.697453 -3.333189 2.856028
14 C -4.252047 -2.005607 0.275682
15 C -4.158599 -0.926718 -0.588460
16 C -5.395175 -0.070684 -0.786518
17 F -5.199705 1.194752 -0.253969
18 F -5.610036 0.124547 -2.129628
19 F -6.561639 -0.616492 -0.273443
20 C -2.984205 -0.630089 -1.233625
21 O 2.153148 1.317397 1.930557
22 C 3.243956 0.820153 1.063717
23 C 3.645453 1.747093 -0.100964
24 C 4.610259 2.803917 0.446352
25 C 4.278598 0.928953 -1.216701
26 C 2.414502 2.464211 -0.666926
27 O 1.725856 3.186072 0.403632
28 S 0.854184 -2.206191 -1.385380
29 H 2.621475 -1.871620 -4.594829
30 H 3.565067 -2.132886 -3.205947
31 H 2.450309 -3.404802 -3.783400
32 H 1.088110 -0.124061 -4.275645
33 H -1.020455 0.663699 -2.800755
34 H -1.096165 -3.033089 0.250991
35 H -5.177511 -2.215334 0.749442
36 H -2.890991 0.158862 -1.983922
37 H 4.093546 0.715156 1.746884
38 H 2.902007 -0.163074 0.734626
39 H 4.954816 3.515928 -0.310485
40 H 4.138585 3.373945 1.253355
41 H 5.498291 2.332157 0.856060
42 H 4.563489 1.563259 -2.076340
43 H 5.160388 0.408474 -0.827943
44 H 3.523261 0.201653 -1.527698
45 H 2.675188 3.242738 -1.372203
46 H 1.670811 1.742471 -1.135421
47 C -1.778163 1.159027 3.313044
48 C -0.374217 1.672565 3.682631
49 S 0.202532 3.106691 2.677062
50 C 0.276848 0.522178 -0.267163
51 S -1.115212 1.303233 0.406055
52 C -1.848483 0.413745 1.975323
53 H -2.095289 0.459714 4.100042
54 H -2.477096 2.007180 3.362784
55 H -0.435068 2.149542 4.674504
56 H 0.375254 0.877548 3.646932
57 H 0.428641 -0.479203 0.510580
58 H -1.437856 -0.604786 2.003868
59 H -2.898698 0.397695 1.659299

Forces on atoms 1 to 2 (eV/Å):
1.067 0.118 -0.416
-0.106 0.068 0.686

Summary:
calculated total energy: -76800.986 eV
gap between HOMO and LUMO: 6.47 eV
highest occupied orbital energy: -7.50 eV

2.
This record from the OMol25 dataset describes a structure of composition C22H25BI2N2O4 in a non-equilibrium geometry. The level of theory is wB97M-V/def2-TZVPD.

Geometry (Å):
1 C 1.299906 -0.649326 0.623033
2 B 1.611174 -2.141235 0.222349
3 O 1.663136 -3.118425 1.209261
4 C 1.820144 -2.521457 -1.308108
5 C 0.880191 -2.163605 -2.187279
6 C 0.950559 -2.454625 -3.658719
7 O 0.140403 -1.887336 -4.375153
8 C 2.014378 -3.375082 -4.162472
9 C 3.004674 -3.772418 -3.267432
10 C 4.006340 -4.629972 -3.618090
11 C 4.046501 -5.093214 -4.912897
12 O 5.048447 -5.974469 -5.244065
13 C 3.096992 -4.706986 -5.816768
14 C 2.082802 -3.859669 -5.457378
15 C 1.044771 -3.478307 -6.451614
16 I -0.790564 -4.560136 -6.267746
17 C 1.215171 -2.543691 -7.381306
18 C 2.527988 -1.808157 -7.518617
19 I -0.333652 -2.017334 -8.731553
20 C 2.996142 -3.276694 -1.834656
21 O 3.965166 -3.469546 -1.119943
22 H 1.218052 -0.557297 1.705726
23 H 0.376305 -0.262972 0.186811
24 H 2.119749 0.003637 0.291250
25 H 0.827114 -3.595277 1.256729
26 H 0.013277 -1.604753 -1.843627
27 H 4.742651 -4.921326 -2.879787
28 H 5.709915 -5.528423 -5.782969
29 H 3.177266 -5.124300 -6.815636
30 H 2.374378 -0.737324 -7.670579
31 H 3.157128 -1.985740 -6.647805
32 H 3.007607 -2.171351 -8.435256
33 C -1.620111 2.834947 4.884120
34 C -0.403869 1.918745 4.943327
35 C 0.333446 1.811542 3.604875
36 C -0.490263 1.197521 2.566258
37 N -1.139932 0.719335 1.750777
38 H -2.369627 2.457334 4.185622
39 H -2.087944 2.905738 5.865274
40 H -1.335082 3.842713 4.570756
41 H -0.713935 0.927441 5.278989
42 H 0.291999 2.303010 5.691491
43 H 1.236432 1.210703 3.735197
44 H 0.657869 2.800467 3.275126
45 C -6.436364 5.460701 5.209686
46 C -5.373639 6.508469 5.520618
47 C -3.963938 5.919053 5.624026
48 C -3.836567 4.979825 6.736891
49 N -3.749760 4.239767 7.609630
50 H -6.505906 4.715613 6.003792
51 H -7.414542 5.931465 5.111288
52 H -6.214711 4.943942 4.273839
53 H -5.631494 7.022761 6.448453
54 H -5.376494 7.261057 4.729681
55 H -3.242897 6.726721 5.764104
56 H -3.698332 5.417057 4.691261

Forces on atoms 1 to 2 (eV/Å):
0.647 -0.303 0.021
0.203 0.212 0.247

Summary:
calculated total energy: -51266.968 eV
gap between HOMO and LUMO: 7.70 eV
relative energy (zero: lowest compared OMol25 entry of this formula, charge and spin): 0.0 kJ/mol
highest occupied orbital energy: -8.77 eV

3.
This record from the OMol25 dataset describes a structure of composition C22H25Cl2MoNO3P2 in a non-equilibrium geometry. The level of theory is wB97M-V/def2-TZVPD.

Geometry (Å):
1 C -3.133293 -1.530206 -3.420603
2 C -2.030388 -0.888923 -2.857348
3 C -2.265900 0.463501 -2.364049
4 C -3.608378 1.028753 -2.281616
5 C -4.692017 0.209959 -2.682863
6 C -4.441581 -1.010217 -3.283377
7 C -3.686794 2.335015 -1.786964
8 C -2.573002 3.153236 -1.584552
9 C -1.271266 2.500287 -1.763541
10 C -0.021109 3.228498 -1.538519
11 C -0.146309 4.600630 -1.321463
12 C -1.398694 5.194387 -1.108576
13 C -2.586847 4.508180 -1.203514
14 H -2.975389 -2.487397 -3.932700
15 H -5.711989 0.618841 -2.640704
16 H -5.285804 -1.572631 -3.694383
17 H -4.682479 2.749725 -1.654663
18 H 0.773745 5.193464 -1.289949
19 H -1.448354 6.271058 -0.938460
20 H -3.549613 5.000460 -1.075134
21 N -1.218261 1.312352 -2.373665
22 Mo 0.019318 -0.087725 0.524315
23 C -0.594025 -1.466086 -2.798057
24 H 0.102783 -0.737038 -3.239986
25 H -0.515302 -2.366397 -3.418121
26 C 1.287414 2.449068 -1.635488
27 H 1.277120 1.853097 -2.570012
28 H 2.149623 3.138773 -1.647955
29 P 0.187816 -1.815439 -1.120506
30 P 1.771990 1.102751 -0.386587
31 C 2.440761 2.302040 0.872093
32 H 2.771395 1.776997 1.798261
33 H 3.285674 2.839224 0.383899
34 H 1.616270 3.001659 1.126907
35 C 3.372975 0.578531 -1.145768
36 H 4.087751 1.433145 -1.118051
37 H 3.818274 -0.293418 -0.619109
38 H 3.201947 0.290980 -2.204184
39 C -1.007499 -3.173980 -0.696174
40 H -1.215717 -3.804578 -1.573129
41 H -0.621692 -3.803819 0.115020
42 H -1.934143 -2.684044 -0.364367
43 C 1.665459 -2.792504 -1.657364
44 H 2.241779 -3.172175 -0.803934
45 H 1.414347 -3.667194 -2.281216
46 H 2.346072 -2.167785 -2.249398
47 C 1.308607 -1.260814 1.447324
48 O 2.116423 -1.959139 1.921792
49 H -0.927608 0.258473 1.967279
50 Cl -0.845567 2.099797 0.908684
51 C -2.157921 -0.183669 2.570838
52 Cl -2.739587 0.811661 3.874335
53 C -3.237527 -0.220298 1.468136
54 O -4.174002 0.558260 1.384540
55 O -2.845962 -1.150322 0.685421
56 H -1.977544 -1.202987 3.017460

Forces on atoms 1 to 2 (eV/Å):
0.474 -0.339 0.754
0.170 0.901 0.466

Summary:
calculated total energy: -76311.432 eV
net charge: +2
gap between HOMO and LUMO (alpha / beta): 5.24 / 4.95 eV
2S+1: 3
highest occupied orbital energy (alpha / beta): -14.60 / -14.58 eV

4.
This record from the OMol25 dataset describes a structure of composition C22H25F3N2O3 in a non-equilibrium geometry. The level of theory is wB97M-V/def2-TZVPD.

Geometry (Å):
1 C -1.794863 1.175584 5.890829
2 C -1.422484 1.807472 4.603547
3 C -2.321662 2.493006 3.852162
4 C -1.826112 2.971660 2.477420
5 C -0.593890 2.807569 1.884553
6 C 0.426953 1.924716 2.778524
7 C 0.111264 1.436022 3.988765
8 H 0.448965 0.840140 4.644760
9 H 1.260233 1.660499 2.474998
10 C -0.030866 3.200646 0.686173
11 N 0.315581 1.836922 -0.044768
12 C 1.446457 1.663472 -0.729508
13 O 1.810977 0.993624 -1.522974
14 C 2.653838 2.818468 -0.342724
15 F 3.664902 2.547433 -1.118640
16 F 3.102532 2.970592 0.849644
17 F 2.403173 4.213390 -0.949414
18 C -0.618004 1.050227 -0.444107
19 C -1.437345 1.287035 -1.641717
20 C -2.509812 1.534011 -2.037767
21 C -2.708189 1.693685 -3.570046
22 C -1.235967 1.286019 -3.878911
23 O -0.555016 1.098895 -2.783391
24 H -0.766442 1.331614 -4.839878
25 H -3.759923 1.871706 -4.091049
26 H -3.458796 1.784969 -1.352545
27 H -1.430291 1.368309 0.223453
28 C -0.309537 -0.471826 0.004074
29 O 0.028634 -0.789489 1.004064
30 N 0.036692 -1.135917 -1.159681
31 H -0.022164 -0.798350 -2.023315
32 C 0.409775 -2.508738 -1.154574
33 C -0.283374 -3.485667 -1.898123
34 C 0.310427 -4.820122 -1.940470
35 C 1.790207 -4.891976 -2.286877
36 C 2.510606 -4.052923 -1.175630
37 C 1.823387 -2.496594 -1.509725
38 H 2.781080 -1.886686 -0.721920
39 H 2.088203 -2.224465 -2.475208
40 H 3.665261 -4.129020 -1.606413
41 H 2.661119 -4.176175 -0.248459
42 H 2.374831 -6.100866 -2.071099
43 H 1.919277 -4.668825 -3.352599
44 H -0.200555 -5.515654 -2.590602
45 H 0.105806 -5.346137 -0.857702
46 H -1.348896 -3.307744 -1.599177
47 H -0.158349 -3.018005 -2.993812
48 H 0.475057 -2.613170 -0.015696
49 H -0.965779 3.654413 0.222197
50 H 0.848589 3.677748 0.807545
51 H -2.540769 3.474014 1.881435
52 H -3.315712 2.636695 4.045563
53 H -2.087178 0.171204 5.902890
54 H -1.045374 1.486094 6.638810
55 H -2.726476 1.670497 6.167112

Forces on atoms 1 to 2 (eV/Å):
-0.162 2.806 0.785
2.543 -1.179 -2.612

Summary:
calculated total energy: -40479.281 eV
gap between HOMO and LUMO: 9.38 eV
relative energy (zero: lowest compared OMol25 entry of this formula, charge and spin): 1611.8 kJ/mol
highest occupied orbital energy: -8.77 eV

5.
This record from the OMol25 dataset describes the molecule C22H25FN2O2 in a non-equilibrium geometry. The level of theory is wB97M-V/def2-TZVPD.

Geometry (Å):
1 C -6.858741 -2.025220 -1.289711
2 C -5.791733 -1.099525 -0.715089
3 C -4.482199 -1.405583 -0.473148
4 C -3.694723 -0.681798 0.155428
5 C -4.114499 0.453170 0.408041
6 C -3.105320 1.501392 1.211472
7 N -2.088227 2.031650 0.355317
8 C -0.894722 1.440119 0.443262
9 O -0.466223 0.514843 1.413279
10 C 0.239260 1.831714 -0.499150
11 C 0.734999 3.192117 -0.086219
12 C 2.178341 3.132358 0.508174
13 C 3.135392 2.211345 -0.278943
14 O 4.175679 2.765595 -0.450509
15 N 2.551645 1.239564 -0.830251
16 C 3.490985 0.709323 -2.089073
17 C 4.520940 -0.201626 -1.120287
18 C 3.680516 -1.354332 -0.074934
19 C 3.630126 -1.193500 1.154151
20 C 2.959111 -1.869726 2.020947
21 C 2.263988 -3.050050 1.352840
22 C 2.426141 -3.159046 0.074013
23 F 1.803896 -4.335502 -0.137994
24 C 3.167632 -2.479132 -0.642971
25 C 1.345705 0.692048 -0.682131
26 C -5.491470 0.954462 0.343959
27 C -6.419007 0.061045 -0.165886
28 H -6.569232 -2.466659 -2.164273
29 H -7.209872 -2.738548 -0.714372
30 H -7.763060 -1.449705 -1.783106
31 H -4.298683 -2.396958 -0.836858
32 H -2.609558 -1.123618 0.427156
33 H -3.465874 2.422808 1.502292
34 H -2.630224 0.961214 2.147960
35 H -2.346516 2.367675 -0.598930
36 H -0.338732 1.628927 -1.477553
37 H -0.014920 3.702543 0.288126
38 H 0.834584 3.792249 -0.971724
39 H 1.915636 2.527565 1.519611
40 H 2.382519 4.053692 1.049792
41 H 4.148091 1.294120 -2.433975
42 H 2.887298 -0.240294 -2.526873
43 H 5.028658 0.406551 -0.409691
44 H 5.162064 -0.984607 -1.661153
45 H 4.104859 -0.261226 1.595214
46 H 2.891289 -1.494114 3.092787
47 H 1.748852 -3.687312 1.928099
48 H 3.183304 -2.629606 -1.749585
49 H 0.967304 -0.034891 -0.995956
50 H 1.328430 0.241907 0.486750
51 H -5.808629 2.059170 0.484249
52 H -7.359166 0.544152 -0.651763

Forces on atoms 1 to 2 (eV/Å):
-0.021 5.085 -3.357
-4.387 0.366 0.923

Summary:
calculated total energy: -32997.479 eV
gap between HOMO and LUMO: 9.08 eV
relative energy (zero: lowest compared OMol25 entry of this formula, charge and spin): 1615.0 kJ/mol
highest occupied orbital energy: -8.61 eV
SMILES: Cc1ccc(CNC(=O)[C@H]2CCC(=O)N(CCc3cccc(F)c3)C2)cc1

Question: What is the calculated total energy in the fifth record?
Answer: -32997.479 eV

Question: Which value of calculated total energy does entry 5 give?
Answer: -32997.479 eV

Question: The lowest calculated total energy belongs to which entry?
Answer: C22H25BF6O2S3

Question: calculated total energy of number 4 (C22H25F3N2O3)?
Answer: -40479.281 eV